No. 1
Formula: C5H11NO2
Source: OMol25
Level of theory: the ωB97M-V functional and the def2-TZVPD basis

Structure (XYZ):
```
19
C5H11NO2, DFT the ωB97M-V functional and the def2-TZVPD basis
C 2.38 1.03 0.35
C 1.31 0.61 -0.62
N 0.16 -0.04 -0.13
C 0.45 -1.50 -0.16
C -1.13 0.42 -0.34
C -2.03 0.29 0.83
O -2.69 -1.00 0.93
O 1.51 1.00 -1.79
H 3.40 0.99 -0.15
H 2.66 0.25 1.06
H 2.29 2.05 0.44
H -0.50 -2.04 -0.11
H 1.00 -1.70 -1.16
H 1.21 -1.79 0.52
H -1.09 1.45 -0.80
H -1.77 -0.12 -1.25
H -1.45 0.48 1.78
H -2.88 1.00 0.55
H -2.81 -1.39 0.05
```

Summary:
HOMO in eV: -9.1
Net charge: 0
ΔE to the lowest compared entry with this formula, charge and spin in kJ/mol: 314.5
Gap between HOMO and LUMO in eV: 9.90


No. 2
Formula: C5H11NO2
Source: OMol25
Level of theory: the ωB97M-V functional and the def2-TZVPD basis

Structure (XYZ):
```
19
C5H11NO2, DFT the ωB97M-V functional and the def2-TZVPD basis
C -0.68 1.80 -0.05
C -1.66 0.54 -0.46
C -1.14 -0.46 0.86
C 0.13 -1.39 0.32
C 1.20 -0.93 -0.70
H -0.84 2.33 -1.24
H 0.85 1.48 0.33
H -1.44 2.21 1.01
H -1.41 -0.11 -1.32
H -2.81 0.93 -0.34
H -2.08 -1.17 1.06
H -1.07 0.08 1.89
H -0.43 -2.38 -0.27
H 0.84 -2.10 0.96
H 1.34 -1.90 -1.36
H 0.74 0.00 -1.03
N 2.48 0.76 -0.10
O 2.48 -0.74 -0.03
O 3.50 1.05 0.46
```

Summary:
HOMO in eV: -9.6
Net charge: 0
ΔE to the lowest compared entry with this formula, charge and spin in kJ/mol: 1127.5
Gap between HOMO and LUMO in eV: 8.79


No. 3
Formula: C5H11NO2
Source: OMol25
Level of theory: the ωB97M-V functional and the def2-TZVPD basis

Structure (XYZ):
```
19
C5H11NO2, DFT the ωB97M-V functional and the def2-TZVPD basis
C -0.26 -0.13 0.11
N -1.44 -0.97 -0.10
C -2.38 -0.44 -1.03
O -2.91 0.89 -0.64
C 0.94 -0.81 0.72
C 2.11 0.11 0.92
C 2.78 0.63 -0.22
O 2.63 0.23 -1.37
H 0.10 0.24 -0.87
H -0.62 0.74 0.68
H -1.80 -1.06 0.84
H -3.20 -1.13 -1.22
H -1.82 -0.08 -1.88
H -3.67 0.88 -0.05
H 0.61 -1.28 1.66
H 1.22 -1.56 -0.03
H 2.49 0.24 1.93
H 1.60 2.16 0.67
H 3.61 1.35 -0.11
```

Summary:
HOMO in eV: -9.4
Net charge: 0
ΔE to the lowest compared entry with this formula, charge and spin in kJ/mol: 541.9
Gap between HOMO and LUMO in eV: 8.07


No. 4
Formula: C5H11NO2
Source: OMol25
Level of theory: the ωB97M-V functional and the def2-TZVPD basis

Structure (XYZ):
```
19
C5H11NO2, DFT the ωB97M-V functional and the def2-TZVPD basis
C -1.20 0.74 0.92
N -0.39 0.80 -0.17
C 0.14 2.13 -0.52
C -0.27 -1.18 -1.66
C 0.42 -0.39 -0.49
C 0.70 -1.37 0.64
O 1.75 -2.24 0.24
O -1.56 1.76 1.49
H -1.58 -0.25 1.17
H 1.00 2.06 -1.19
H 0.26 2.78 0.34
H -0.63 2.51 -1.22
H -0.09 -2.25 -1.52
H 0.12 -0.78 -2.59
H -1.35 -1.20 -1.51
H 1.38 -0.01 -0.87
H 0.97 -0.87 1.58
H -0.17 -2.01 0.76
H 2.40 -1.78 -0.26
```

Summary:
HOMO in eV: -9.4
Net charge: 0
ΔE to the lowest compared entry with this formula, charge and spin in kJ/mol: 156.5
Gap between HOMO and LUMO in eV: 10.09


No. 5
Formula: C5H11NO2
Source: OMol25
Level of theory: the ωB97M-V functional and the def2-TZVPD basis

Structure (XYZ):
```
19
C5H11NO2, DFT the ωB97M-V functional and the def2-TZVPD basis
C -1.89 -1.31 0.07
C 0.89 -1.12 -0.37
O -0.74 -0.86 0.73
O 0.77 -1.76 -1.39
H 1.42 -1.44 0.53
H -2.48 -1.97 0.72
H -1.62 -1.87 -0.84
H -2.55 -0.48 -0.24
C 0.58 0.91 -1.84
C 0.75 0.90 1.93
C 0.22 0.96 0.54
N 0.84 0.41 -0.49
H -0.44 1.81 0.32
H 1.24 0.41 -2.54
H -0.45 0.70 -2.13
H 0.78 1.98 -1.86
H 1.43 1.75 2.07
H 1.29 -0.02 2.14
H -0.07 0.99 2.65
```

Summary:
HOMO in eV: -8.7
Net charge: 0
ΔE to the lowest compared entry with this formula, charge and spin in kJ/mol: 359.1
Gap between HOMO and LUMO in eV: 9.15


No. 6
Formula: C5H11NO2
Source: OMol25
Level of theory: the ωB97M-V functional and the def2-TZVPD basis

Structure (XYZ):
```
19
C5H11NO2, DFT the ωB97M-V functional and the def2-TZVPD basis
C -1.58 -0.50 -1.90
N -0.43 -0.30 -1.02
C -0.66 0.48 0.18
C 0.73 0.97 0.67
C 1.82 -0.11 0.81
O 3.07 0.34 0.26
C -1.31 -0.28 1.38
O -2.18 -1.07 1.10
H -2.11 0.44 -2.07
H -1.24 -0.86 -2.87
H -2.36 -1.20 -1.55
H -0.06 -1.19 -0.71
H -1.27 1.36 -0.02
H 1.20 1.72 0.04
H 0.52 1.41 1.65
H 1.65 -1.09 0.39
H 2.11 -0.18 1.87
H 3.15 0.15 -0.66
H -1.05 -0.06 2.43
```

Summary:
HOMO in eV: -8.9
Net charge: 0
ΔE to the lowest compared entry with this formula, charge and spin in kJ/mol: 223.1
Gap between HOMO and LUMO in eV: 9.73


No. 7
Formula: C5H11NO2
Source: OMol25
Level of theory: the ωB97M-V functional and the def2-TZVPD basis

Structure (XYZ):
```
19
C5H11NO2, DFT the ωB97M-V functional and the def2-TZVPD basis
C 1.19 -0.43 1.50
N 1.08 -0.54 0.07
C 2.31 -0.70 -0.61
C 0.21 1.77 -0.30
C 0.01 0.26 -0.58
C -1.53 -0.39 -0.14
O -2.30 -0.28 -1.13
O -1.66 0.19 1.06
H 1.76 -1.38 1.82
H 1.73 0.52 1.91
H 0.08 -0.46 1.86
H 3.07 0.00 -0.20
H 2.74 -1.72 -0.53
H 2.19 -0.48 -1.72
H 0.32 2.47 -1.20
H 1.17 1.83 0.24
H -0.65 2.22 0.34
H 0.19 0.06 -1.68
H -1.64 -1.54 0.09
```

Summary:
HOMO in eV: -8.9
Net charge: 0
ΔE to the lowest compared entry with this formula, charge and spin in kJ/mol: 688.5
Gap between HOMO and LUMO in eV: 6.21


No. 8
Formula: C5H11NO2
Source: OMol25
Level of theory: the ωB97M-V functional and the def2-TZVPD basis

Structure (XYZ):
```
19
C5H11NO2, DFT the ωB97M-V functional and the def2-TZVPD basis
C 0.20 0.43 -1.04
N -0.05 -0.29 0.11
C -0.24 -1.73 0.08
C -0.79 -2.12 1.43
C -0.44 -0.96 2.39
C -0.38 0.27 1.42
O 0.38 -0.08 -2.12
H 0.31 1.49 -0.82
H -0.70 -2.13 -0.81
H 0.73 -2.25 -0.09
H -0.25 -2.99 1.79
H -1.84 -2.39 1.42
H 0.45 -1.21 2.99
H -1.22 -0.79 3.14
H 0.44 0.97 1.66
H -1.37 0.74 1.45
H 0.89 3.88 -1.21
H 0.59 2.76 -2.19
O 1.17 3.52 -2.08
```

Summary:
HOMO in eV: -9.3
Net charge: 0
ΔE to the lowest compared entry with this formula, charge and spin in kJ/mol: 108.0
Gap between HOMO and LUMO in eV: 9.93


No. 9
Formula: C5H11NO2
Source: OMol25
Level of theory: the ωB97M-V functional and the def2-TZVPD basis

Structure (XYZ):
```
19
C5H11NO2, DFT the ωB97M-V functional and the def2-TZVPD basis
C -0.03 0.73 -0.56
C -0.13 2.20 -0.78
C -0.70 -0.14 -1.57
C 0.13 -2.27 0.94
N -0.21 -0.92 1.31
C 0.52 0.20 0.74
O 0.77 1.20 1.74
O 1.48 0.00 -0.20
H 1.60 0.92 2.16
H -1.08 -0.71 1.77
H -0.57 0.29 -2.57
H 0.64 2.50 -1.49
H -1.11 2.49 -1.16
H 0.04 2.80 0.11
H -0.26 -1.14 -1.63
H -1.77 -0.19 -1.37
H 1.16 -2.34 0.58
H -0.54 -2.67 0.18
H 0.07 -2.93 1.82
```

Summary:
HOMO in eV: -8.3
Net charge: 0
ΔE to the lowest compared entry with this formula, charge and spin in kJ/mol: 252.5
Gap between HOMO and LUMO in eV: 9.20


No. 10
Formula: C5H11NO2
Source: OMol25
Level of theory: the ωB97M-V functional and the def2-TZVPD basis

Structure (XYZ):
```
19
C5H11NO2, DFT the ωB97M-V functional and the def2-TZVPD basis
O 1.39 1.27 -1.44
C 0.13 1.40 -0.82
O 0.02 2.02 0.22
C -0.52 -0.25 -0.59
C -0.10 -0.64 0.88
C 0.43 -2.07 1.03
C -1.21 -0.35 1.88
N 0.06 -1.05 -1.44
H -0.54 1.85 -1.59
H -1.59 -0.13 -0.73
H 0.69 0.03 1.21
H -0.41 -2.77 1.03
H 1.06 -2.30 1.90
H 1.04 -2.33 0.17
H -0.75 -0.30 2.87
H -2.11 -0.96 1.89
H -1.54 0.68 1.71
H 1.43 0.33 -1.68
H -0.60 -1.37 -2.16
```

Summary:
HOMO in eV: -10.1
Net charge: 0
ΔE to the lowest compared entry with this formula, charge and spin in kJ/mol: 459.8
Gap between HOMO and LUMO in eV: 8.14


No. 11
Formula: C5H11NO2S2
Source: OMol25
Level of theory: the ωB97M-V functional and the def2-TZVPD basis

Structure (XYZ):
```
21
C5H11NO2S2, DFT the ωB97M-V functional and the def2-TZVPD basis
C 1.98 -2.84 1.50
C 0.84 -2.29 1.88
C -0.93 3.48 0.69
C -0.12 1.55 -2.55
C -0.75 2.36 0.00
N 0.85 -0.33 -0.16
O 0.39 0.24 2.15
O -1.25 -1.37 0.94
S -1.61 1.96 -1.53
S 0.25 -0.79 1.15
H 2.54 -3.55 2.16
H 2.38 -2.63 0.59
H 0.46 -2.40 2.91
H -1.85 -0.53 0.87
H -0.44 3.39 1.69
H -1.70 4.26 0.47
H -0.45 1.31 -3.55
H 0.35 0.85 -1.93
H 0.46 2.42 -2.68
H 0.00 1.58 0.17
H 0.74 -1.14 -0.86
```

Summary:
HOMO in eV: -8.2
Net charge: 0
ΔE to the lowest compared entry with this formula, charge and spin in kJ/mol: 345.0
Gap between HOMO and LUMO in eV: 8.67


No. 12
Formula: C5H11NO3
Source: OMol25
Level of theory: the ωB97M-V functional and the def2-TZVPD basis

Structure (XYZ):
```
20
C5H11NO3, DFT the ωB97M-V functional and the def2-TZVPD basis
C 0.25 -2.75 -0.37
N 0.01 -1.34 -0.07
C 0.57 -0.36 -0.93
O 1.94 -0.53 -1.02
O -0.02 0.24 -1.80
H 2.20 -0.24 -1.91
H 0.20 -1.14 0.91
H -0.09 -2.95 -1.39
H -0.28 -3.35 0.37
H 1.30 -3.03 -0.28
C -1.82 0.52 0.71
C 0.31 2.57 0.32
C 0.04 1.23 0.94
O 0.59 0.75 1.89
H -0.47 2.90 -0.35
H -2.10 0.82 1.71
H -2.35 -0.40 0.52
H -1.99 1.27 -0.05
H 0.50 3.29 1.11
H 1.20 2.47 -0.31
```

Summary:
HOMO in eV: -8.5
Net charge: 0
ΔE to the lowest compared entry with this formula, charge and spin in kJ/mol: 366.3
Gap between HOMO and LUMO in eV: 8.75


No. 13
Formula: C5H11NO3
Source: OMol25
Level of theory: the ωB97M-V functional and the def2-TZVPD basis

Structure (XYZ):
```
20
C5H11NO3, DFT the ωB97M-V functional and the def2-TZVPD basis
C 0.59 0.02 0.08
C 0.54 -1.35 0.75
C 0.46 1.14 1.12
C 1.90 0.18 -0.69
N -1.80 -0.18 -0.53
C -0.55 0.16 -0.93
O -2.25 -0.13 0.77
O -2.83 0.12 -1.43
O -0.40 0.46 -2.10
H -2.90 -0.85 0.87
H -2.36 0.55 -2.18
H 1.93 1.14 -1.19
H -0.32 -1.44 1.41
H 0.51 -2.14 0.01
H 1.44 -1.48 1.36
H 0.48 2.12 0.63
H -0.47 1.05 1.67
H 1.29 1.09 1.81
H 2.00 -0.60 -1.44
H 2.74 0.12 0.00
```

Summary:
HOMO in eV: -9.3
Net charge: 0
ΔE to the lowest compared entry with this formula, charge and spin in kJ/mol: 339.7
Gap between HOMO and LUMO in eV: 9.85